DFT (wB97M-V/def2-TZVPD) results for a cluster of 7 separate species, C16H22F4NO16 in total in a non-equilibrium geometry.

Geometry as ORCA input:
```
! RIJCOSX wB97M-V def2-TZVPD def2/J DEFGRID3
* xyz -1 1
N 15.999 -23.199 16.863
H 16.778 -23.369 16.170
H 15.404 -22.458 16.424
H 16.444 -22.784 17.671
H 15.460 -24.059 16.824
C 12.060 -20.854 15.694
C 13.542 -20.516 15.596
O 14.273 -21.162 16.425
O 14.000 -19.878 14.638
H 11.937 -21.863 15.298
H 11.421 -20.189 15.110
H 11.713 -20.836 16.728
C 19.915 -22.404 15.889
C 18.654 -22.966 15.288
O 18.294 -24.127 15.653
O 17.980 -22.247 14.520
H 20.380 -23.050 16.636
H 19.736 -21.417 16.332
H 20.704 -22.126 15.182
C 16.140 -25.800 21.145
C 16.260 -24.374 20.677
O 16.552 -24.519 19.304
C 16.888 -25.802 19.060
O 17.163 -26.272 18.000
O 16.926 -26.493 20.193
F 17.349 -23.800 21.283
H 15.141 -26.212 21.300
H 16.628 -25.953 22.109
H 15.403 -23.731 20.853
C 12.630 -22.268 19.319
C 11.346 -22.997 19.021
O 11.836 -24.018 18.159
C 13.152 -24.230 18.361
O 13.734 -25.134 17.853
O 13.612 -23.264 19.204
F 10.399 -22.234 18.451
H 12.534 -21.800 20.303
H 12.807 -21.392 18.688
H 10.921 -23.415 19.937
C 20.284 -20.366 19.756
C 19.993 -21.798 20.166
O 18.763 -21.988 19.484
C 18.162 -20.812 19.263
O 17.112 -20.640 18.727
O 19.024 -19.816 19.553
F 19.746 -21.910 21.509
H 20.887 -20.427 18.842
H 20.917 -19.813 20.449
H 20.822 -22.465 19.950
C 15.451 -25.567 11.918
C 15.707 -24.436 12.886
O 15.323 -24.935 14.111
C 14.521 -26.023 13.953
O 14.020 -26.606 14.845
O 14.457 -26.333 12.614
F 14.829 -23.416 12.538
H 16.350 -26.169 11.763
H 15.055 -25.257 10.956
H 16.673 -23.933 12.804
*
```

Computed properties:
ΔE to the lowest compared entry with this formula, charge and spin ... 27.62 kcal per mole
E ... -2281.0788 a.u.
HOMO level ... -4.7 eV
LUMO ... 2.13 eV
Frontier orbital gap ... 6.83 eV

---

DFT (wB97M-V/def2-TZVPD) results for a cluster of 3 separate species, C6H18N4S2 in total in a non-equilibrium geometry.

Geometry as ORCA input:
```
! RIJCOSX wB97M-V def2-TZVPD def2/J DEFGRID3
* xyz 2 1
C -2.530 -0.998 -4.643
C -3.690 -3.165 -1.505
C 0.377 -6.068 -2.360
C 4.848 7.926 5.592
C -0.411 -3.898 -2.994
C 2.822 8.967 6.465
N 0.322 -4.685 -2.109
N 3.596 8.011 6.343
N -1.907 -4.006 -2.874
N -2.634 -3.020 -2.202
S -2.090 0.016 -3.502
S -4.286 -1.991 -0.298
H -2.036 -1.925 -4.837
H -3.472 -0.666 -5.055
H -4.342 -4.032 -1.654
H 0.244 -6.049 -3.353
H 1.370 -6.457 -2.091
H -0.563 -6.648 -1.980
H 5.156 7.000 5.032
H 4.887 8.648 4.750
H 5.600 8.254 6.282
H -0.152 -4.115 -4.025
H -0.175 -2.863 -2.807
H 2.967 9.923 5.855
H 1.976 8.888 7.190
H 0.399 -4.478 -1.056
H 3.403 7.117 6.682
H -2.412 -4.879 -2.966
H -2.194 -2.042 -2.236
H -5.077 -2.765 0.354
*
```

Computed properties:
ΔE to the lowest compared entry with this formula, charge and spin ... 43.05 kcal per mole
E ... -1254.0699 a.u.
HOMO level ... -13.4 eV
LUMO ... -6.31 eV
Frontier orbital gap ... 7.04 eV

---

DFT (wB97M-V/def2-TZVPD) results for the molecule C3H2N4O in a non-equilibrium geometry.

Geometry as ORCA input:
```
! RIJCOSX wB97M-V def2-TZVPD def2/J DEFGRID3
* xyz 0 1
C 0.447 -0.802 1.280
C -0.275 0.771 0.063
C 0.213 0.074 -0.946
H 0.674 -1.627 2.068
H 1.081 -2.026 -0.343
N -0.208 0.370 1.398
N -0.954 1.847 -0.437
N -1.772 2.461 -0.966
N 0.695 -1.047 0.021
O 0.101 -0.023 -2.137
*
```

Computed properties:
ΔE to the lowest compared entry with this formula, charge and spin ... 27.98 kcal per mole
E ... -409.6836 a.u.
HOMO level ... -8.5 eV
LUMO ... -0.44 eV
Frontier orbital gap ... 8.03 eV

---

DFT (wB97M-V/def2-TZVPD) results for a structure of composition C27H43AuN5OPS.

Geometry as ORCA input:
```
! RIJCOSX wB97M-V def2-TZVPD def2/J DEFGRID3
* xyz 0 1
Au 0.038 -0.097 0.132
S 2.697 -2.659 -2.521
C 3.476 -1.204 -2.111
C 2.698 -0.422 -1.310
C 1.416 -0.984 -1.051
C 1.269 -2.203 -1.661
C 0.090 -3.069 -1.638
C -0.020 -4.200 -2.458
C -1.160 -4.975 -2.380
C -2.166 -4.607 -1.495
C -1.972 -3.469 -0.730
N -0.879 -2.718 -0.791
H 4.478 -1.008 -2.457
H 3.024 0.533 -0.922
H 0.769 -4.462 -3.150
H -1.265 -5.852 -3.005
H -3.076 -5.182 -1.398
H -2.732 -3.139 -0.030
N -0.561 0.467 1.865
P -0.833 1.861 2.542
N -0.787 1.727 4.199
C 0.116 2.496 5.039
C 1.420 1.751 5.287
C 1.138 0.387 5.909
C 0.142 -0.395 5.059
C -1.112 0.425 4.791
N 0.190 3.111 2.114
C -0.216 4.511 2.266
C 0.934 5.376 2.788
C 2.282 4.944 2.189
C 2.052 4.178 0.894
C 1.294 2.885 1.172
N -2.346 2.468 2.184
C -3.502 1.926 2.914
C -4.787 2.467 2.308
C -4.972 1.933 0.880
C -3.614 1.754 0.185
C -2.591 2.723 0.755
H -0.394 2.677 5.995
H 0.299 3.465 4.583
H 2.070 2.346 5.933
H 1.936 1.624 4.328
H 0.722 0.537 6.912
H 2.064 -0.178 6.037
H -0.134 -1.329 5.557
H 0.586 -0.655 4.094
H -1.652 0.614 5.729
H -1.778 -0.114 4.121
H -1.067 4.554 2.944
H -0.580 4.897 1.305
H 0.975 5.320 3.878
H 0.718 6.419 2.544
H 2.816 4.299 2.892
H 2.922 5.811 2.017
H 2.994 3.922 0.406
H 1.499 4.801 0.187
H 1.981 2.153 1.606
H 0.923 2.461 0.229
H -3.408 2.208 3.964
H -3.522 0.828 2.871
H -4.733 3.559 2.307
H -5.636 2.197 2.937
H -5.606 2.617 0.313
H -5.498 0.976 0.909
H -3.698 1.900 -0.892
H -3.226 0.742 0.326
H -2.932 3.758 0.625
H -1.649 2.619 0.210
C 0.315 1.691 -2.985
C -0.605 0.499 -2.781
C -1.874 0.603 -3.615
O -1.051 0.433 -1.444
H 0.657 1.758 -4.020
H 1.196 1.605 -2.347
H -0.207 2.616 -2.732
H -0.078 -0.421 -3.054
H -2.435 1.500 -3.348
H -2.508 -0.265 -3.444
H -1.632 0.657 -4.679
*
```

Computed properties:
ΔE to the lowest compared entry with this formula, charge and spin ... 1.08 kcal per mole
E ... -2278.8192 a.u.
HOMO level (spin up / spin down) ... -7.8 / -7.8 eV
LUMO (spin up / spin down) ... -0.77 / -0.77 eV
Frontier orbital gap (spin up / spin down) ... 7.06 / 7.06 eV

---

DFT (wB97M-V/def2-TZVPD) results for a cluster of 2 separate species, C24H41BBr2F8N2O5P in total in a non-equilibrium geometry.

Geometry as ORCA input:
```
! RIJCOSX wB97M-V def2-TZVPD def2/J DEFGRID3
* xyz 1 1
C -1.692 2.858 5.821
C -0.215 2.184 5.551
B -0.295 0.549 5.187
O -0.466 -0.349 6.358
C -0.234 -0.026 3.611
C 1.236 0.375 3.024
N 1.408 0.211 1.517
C 2.801 0.663 1.213
C 3.927 -0.528 1.025
C 3.508 -1.751 0.033
Br 4.624 -1.302 2.733
C 0.287 0.894 0.700
C 0.440 2.512 0.853
C -0.756 3.426 0.194
N -0.877 3.344 -1.311
C -0.444 4.696 -1.864
C -0.692 4.744 -3.513
C -2.309 3.136 -1.771
C -3.626 3.965 -1.256
O -2.505 2.199 -2.719
C 0.166 0.323 -0.826
C 1.404 0.598 -1.846
O 1.936 -0.494 -2.463
Br 2.199 2.357 -2.366
C -1.077 0.314 1.481
P -2.731 0.595 0.626
C -3.277 -1.117 -0.123
C -4.061 1.117 1.921
O -1.208 0.790 2.865
H -1.882 3.113 6.971
H -1.677 3.923 5.282
H -2.590 2.275 5.336
H 0.295 2.816 4.705
H 0.429 2.385 6.536
H -1.465 -0.566 6.365
H -0.472 -1.168 3.662
H 2.026 -0.284 3.630
H 1.438 1.490 3.401
H 1.245 -0.826 1.343
H 2.939 1.384 0.304
H 3.197 1.287 2.153
H 4.861 0.012 0.511
H 2.370 -1.844 -0.219
H 4.058 -1.570 -1.011
H 3.903 -2.818 0.396
H 0.471 2.843 2.001
H 1.452 2.960 0.403
H -1.806 3.314 0.753
H -0.440 4.556 0.421
H 0.678 4.942 -1.570
H -1.214 5.484 -1.406
H 0.060 5.547 -3.932
H -1.798 5.138 -3.717
H -0.589 3.693 -4.021
H -4.451 3.146 -0.982
H -4.053 4.744 -2.019
H -3.385 4.501 -0.217
H 0.005 -0.853 -0.741
H -0.791 0.712 -1.425
H -0.919 -0.868 1.553
H -3.276 -1.954 0.703
H -2.603 -1.453 -1.021
H -4.388 -1.038 -0.543
H -4.076 0.292 2.765
H -5.093 1.095 1.367
H -3.836 2.199 2.310
C 2.485 -4.648 -4.309
C 1.122 -3.996 -4.596
C 0.370 -3.508 -3.363
F 0.089 -4.507 -2.497
F -0.826 -2.963 -3.715
F 0.366 -4.853 -5.333
F 1.355 -2.917 -5.407
O 2.500 -6.078 -4.244
C 2.127 -6.635 -2.985
C 0.825 -7.445 -3.056
F -0.209 -6.696 -3.516
F 0.461 -7.894 -1.825
F 2.088 -5.651 -2.058
F 3.153 -7.450 -2.622
H 3.127 -4.411 -5.166
H 2.996 -4.194 -3.452
H 0.938 -2.739 -2.833
H 0.935 -8.308 -3.718
*
```

Computed properties:
E ... -7737.3583 a.u.
HOMO level ... -11.0 eV
LUMO ... -3.25 eV
Frontier orbital gap ... 7.75 eV

---

DFT (wB97M-V/def2-TZVPD) results for the ion C7H12N3 with charge +1 in a non-equilibrium geometry.

Geometry as ORCA input:
```
! RIJCOSX wB97M-V def2-TZVPD def2/J DEFGRID3
* xyz 1 1
C 0.128 -2.183 -2.517
N -0.045 -1.195 -1.695
C 0.765 -0.106 -1.900
C 1.674 0.093 -0.689
N 0.878 0.443 0.471
C 0.804 1.733 0.825
C -0.258 1.944 1.601
N -0.862 0.699 1.732
C -2.135 0.328 2.325
C -0.112 -0.194 1.105
H 0.879 -2.219 -3.282
H -0.495 -3.009 -2.196
H 0.160 0.754 -1.897
H 1.443 -0.126 -2.764
H 2.142 -0.809 -0.477
H 2.418 0.985 -0.806
H 1.303 2.382 0.135
H -0.661 2.933 2.069
H -3.119 0.787 1.904
H -2.130 -0.907 2.219
H -2.026 0.541 3.385
H -0.219 -1.257 1.118
*
```

Computed properties:
ΔE to the lowest compared entry with this formula, charge and spin ... 67.87 kcal per mole
E ... -437.8901 a.u.
SMILES ... C=NCC[n+]1ccn(C)c1
HOMO level ... -13.7 eV
LUMO ... -2.86 eV
Frontier orbital gap ... 10.86 eV

---

DFT (wB97M-V/def2-TZVPD) results for a structure of composition C8H10AlCl2NO2 in a non-equilibrium geometry.

Geometry as ORCA input:
```
! RIJCOSX wB97M-V def2-TZVPD def2/J DEFGRID3
* xyz 2 1
Al 0.550 -0.642 -0.437
C -0.670 3.202 -0.949
C -0.258 2.065 -0.063
C 1.067 1.821 0.238
C 1.437 0.735 1.016
C 0.469 -0.045 1.675
C -0.873 0.141 1.339
C -1.228 1.156 0.454
H -0.513 2.912 -2.023
H -0.040 4.062 -0.757
H -1.720 3.454 -0.739
H 1.887 2.418 -0.079
H 2.526 0.557 1.195
H 0.767 -0.728 2.526
H -1.567 -0.433 1.879
H -2.309 1.376 0.454
Cl -1.335 -1.452 -1.367
C -1.494 -3.377 -0.865
Cl -1.945 -3.425 0.719
H -0.518 -3.744 -1.130
H -2.277 -3.632 -1.511
O 3.050 -3.007 -0.067
N 3.135 -1.922 -0.304
O 1.859 -1.492 -1.202
*
```

Computed properties:
ΔE to the lowest compared entry with this formula, charge and spin ... 0.00 kcal per mole
E ... -1678.1894 a.u.
HOMO level ... -17.9 eV
LUMO ... -8.70 eV
Frontier orbital gap ... 9.17 eV

---

DFT (wB97M-V/def2-TZVPD) results for the ion C5H6NS with charge +1 in a non-equilibrium geometry.

Geometry as ORCA input:
```
! RIJCOSX wB97M-V def2-TZVPD def2/J DEFGRID3
* xyz 1 1
C -1.829 -1.143 0.293
C -0.576 -0.589 0.082
C -0.479 0.823 -0.010
C 0.703 -1.274 0.023
C 0.764 1.553 -0.164
N -2.774 -1.786 0.342
S -2.058 1.446 -0.089
H 0.941 -1.492 0.997
H 1.541 -0.563 -0.333
H 0.630 -2.273 -0.542
H 0.499 2.633 -0.116
H 1.228 1.316 -1.148
H 1.409 1.349 0.665
*
```

Computed properties:
ΔE to the lowest compared entry with this formula, charge and spin ... 72.03 kcal per mole
E ... -646.6525 a.u.
HOMO level (spin up / spin down) ... -14.8 / -15.6 eV
LUMO (spin up / spin down) ... -8.42 / -8.42 eV
Frontier orbital gap (spin up / spin down) ... 6.36 / 7.22 eV

---

DFT (wB97M-V/def2-TZVPD) results for a structure of composition C48H41N2O3P2PdS3 in a non-equilibrium geometry.

Geometry as ORCA input:
```
! RIJCOSX wB97M-V def2-TZVPD def2/J DEFGRID3
* xyz -1 1
Pd -0.499 0.106 0.100
C 2.147 1.758 2.143
C 2.634 0.593 1.277
P 1.416 -0.766 0.943
C 2.451 -1.861 -0.119
C 1.785 -2.558 -1.123
C 2.474 -3.369 -2.006
C 3.849 -3.488 -1.901
C 4.520 -2.827 -0.885
C 3.826 -2.028 0.006
C 1.467 -1.821 2.439
C 0.685 -2.972 2.380
C 0.670 -3.872 3.426
C 1.428 -3.625 4.561
C 2.187 -2.471 4.639
C 2.210 -1.574 3.585
C 0.710 2.179 1.845
P -0.485 1.007 2.657
C -0.689 1.873 4.280
C -1.773 1.461 5.055
C -2.021 2.022 6.291
C -1.170 2.994 6.793
C -0.061 3.375 6.060
C 0.185 2.811 4.821
C -2.035 1.581 1.868
C -2.581 2.836 2.111
C -3.705 3.245 1.419
C -4.274 2.419 0.461
C -3.738 1.166 0.212
C -2.625 0.739 0.920
H 2.823 2.606 1.973
H 2.223 1.480 3.201
H 3.567 0.202 1.695
H 2.845 0.964 0.266
H 0.714 -2.439 -1.207
H 1.941 -3.900 -2.783
H 4.400 -4.092 -2.608
H 5.591 -2.937 -0.788
H 4.366 -1.535 0.800
H 0.079 -3.140 1.496
H 0.065 -4.766 3.367
H 1.420 -4.326 5.384
H 2.767 -2.269 5.530
H 2.807 -0.678 3.669
H 0.500 2.134 0.765
H 0.514 3.198 2.195
H -2.434 0.701 4.657
H -2.880 1.708 6.869
H -1.368 3.450 7.753
H 0.616 4.124 6.450
H 1.059 3.132 4.274
H -2.115 3.492 2.836
H -4.137 4.218 1.625
H -5.121 2.766 -0.112
H -4.185 0.538 -0.547
H -2.166 -0.265 0.778
S 2.839 4.013 -2.873
C 3.773 4.948 -3.978
C 3.839 4.371 -5.207
C 3.131 3.157 -5.269
C 2.527 2.810 -4.086
C 1.710 1.660 -3.794
C 1.196 1.460 -2.485
N 0.374 0.502 -2.165
C -0.031 -0.354 -3.120
C 0.506 -0.326 -4.432
C 0.153 -1.354 -5.348
C -0.657 -2.377 -4.981
C -1.237 -2.424 -3.681
C -2.028 -3.489 -3.238
C -2.553 -3.469 -1.946
C -2.348 -2.296 -1.190
N -1.593 -1.296 -1.571
C -0.982 -1.361 -2.775
C -3.276 -4.572 -1.368
C -3.682 -4.740 -0.067
C -4.341 -5.959 0.168
C -4.438 -6.728 -0.946
S -3.716 -5.973 -2.316
C 1.361 0.732 -4.759
H 4.220 5.871 -3.659
H 4.361 4.803 -6.045
H 3.066 2.562 -6.162
H 1.535 2.101 -1.680
H 0.562 -1.306 -6.349
H -0.875 -3.185 -5.667
H -2.215 -4.335 -3.888
H -2.845 -2.187 -0.231
H -3.500 -4.019 0.708
H -4.726 -6.249 1.131
H -4.889 -7.695 -1.052
H 1.734 0.817 -5.771
C -1.129 4.923 -1.092
S -1.336 3.251 -1.822
O -0.382 3.221 -2.935
O -2.726 3.172 -2.235
O -0.978 2.352 -0.729
H -0.419 5.454 -1.709
H -0.768 4.807 -0.079
H -2.093 5.407 -1.106
*
```

Computed properties:
E ... -4194.1929 a.u.
HOMO level ... -3.4 eV
LUMO ... 1.70 eV
Frontier orbital gap ... 5.09 eV

---

DFT (wB97M-V/def2-TZVPD) results for the molecule CH4NOP in a non-equilibrium geometry.

Geometry as ORCA input:
```
! RIJCOSX wB97M-V def2-TZVPD def2/J DEFGRID3
* xyz 0 1
N 0.448 0.057 0.996
C 0.535 -0.536 -0.131
O 1.040 -1.745 -0.302
P -0.385 0.466 -1.576
H 0.814 -0.440 1.855
H 0.186 1.001 1.334
H -1.613 -0.281 -1.382
H -1.026 1.478 -0.794
*
```

Computed properties:
ΔE to the lowest compared entry with this formula, charge and spin ... 35.45 kcal per mole
E ... -511.8077 a.u.
SMILES ... NC(=O)P
HOMO level ... -9.5 eV
LUMO ... 0.63 eV
Frontier orbital gap ... 10.11 eV